This record from OMol25 describes a 17-piece molecular cluster, C21H58N21O32 overall in a non-equilibrium geometry. The level of theory is the ωB97M-V functional and the def2-TZVPD basis.

Its spin multiplicity is 1. The largest force on an atom comes out at 8.75 eV Å⁻¹. The value obtained for the HOMO-LUMO gap is 7.94 eV. The LUMO energy is -4.04 eV. The calculation puts the energy at -4390.51703 Eh. The total charge is +1.

Last column: Löwdin charge in e.
Geometry (Å):
C: -2.052 1.712 -3.764  -0.0669
C: -3.228 1.615 -2.628  -0.2645
N: -3.719 2.820 -2.121  0.0956
C: -3.910 0.245 -2.032  -0.0581
N: -3.016 -0.345 -0.963  -0.0565
N: -3.497 -0.347 0.336  0.0860
C: -2.409 -1.017 1.177  0.0287
N: -1.172 -1.410 0.378  0.1405
C: -1.635 -0.960 -1.002  -0.2113
N: -0.907 -1.112 -2.157  0.1197
H: -1.058 1.152 -3.510  0.0610
H: -2.505 1.308 -4.784  0.0812
H: -1.741 2.844 -3.976  0.0950
H: -3.225 3.619 -2.573  0.0264
H: -4.258 -0.526 -2.856  0.1479
H: -4.913 0.574 -1.475  0.1459
H: -4.439 -0.001 0.655  0.1678
H: -2.569 -1.184 2.327  0.1517
H: -1.345 -1.714 -2.915  0.1449
H: 0.003 -0.636 -2.372  0.0906
C: -5.757 4.811 -5.273  0.0596
N: -4.696 3.802 -5.009  -0.3750
O: -4.945 2.628 -5.306  0.0263
O: -3.644 4.218 -4.510  0.0228
H: -6.622 4.308 -5.710  0.0651
H: -6.020 5.271 -4.318  0.1143
H: -5.347 5.546 -5.969  0.1140
C: 3.025 -2.027 -0.956  0.0315
N: 3.125 -0.868 -1.885  -0.3715
O: 2.078 -0.266 -2.152  0.0148
O: 4.250 -0.596 -2.318  0.0527
H: 1.983 -2.150 -0.656  0.0919
H: 3.379 -2.910 -1.493  0.0958
H: 3.654 -1.810 -0.090  0.0811
C: 4.142 -4.997 2.556  0.0364
N: 4.241 -3.838 1.628  -0.3902
O: 3.195 -3.236 1.360  0.0161
O: 5.367 -3.566 1.194  0.0662
H: 3.099 -5.121 2.857  0.1056
H: 4.496 -5.880 2.020  0.1151
H: 4.770 -4.780 3.422  0.0435
C: 0.580 -4.562 -3.706  0.0366
N: 1.937 -4.967 -3.251  -0.4140
O: 2.180 -4.873 -2.042  0.0337
O: 2.721 -5.367 -4.120  0.0742
H: 0.001 -4.233 -2.840  0.0838
H: 0.702 -3.746 -4.421  0.1004
H: 0.115 -5.433 -4.172  0.1072
C: -3.845 -4.132 2.143  0.0132
N: -4.022 -5.561 2.518  -0.4222
O: -4.597 -5.800 3.586  0.0704
O: -3.577 -6.403 1.729  0.0527
H: -4.282 -3.506 2.924  0.0779
H: -2.774 -3.945 2.052  0.0873
H: -4.358 -3.975 1.192  0.1004
C: 3.902 1.557 -4.305  0.0175
N: 4.001 2.716 -5.233  -0.4177
O: 2.954 3.318 -5.501  0.0363
O: 5.126 2.988 -5.667  0.0680
H: 2.859 1.434 -4.005  0.0755
H: 4.255 0.675 -4.841  0.1063
H: 4.530 1.775 -3.439  0.0873
C: -6.527 0.919 3.578  0.0165
N: -6.453 -0.307 2.738  -0.4266
O: -7.051 -0.288 1.656  0.0430
O: -5.796 -1.253 3.189  0.0357
H: -7.133 1.666 3.061  0.1045
H: -6.986 0.640 4.529  0.0961
H: -5.507 1.283 3.722  0.1029
C: 5.665 1.712 -0.223  0.0472
N: 5.249 1.743 1.205  -0.4153
O: 4.496 0.843 1.595  0.0467
O: 5.691 2.670 1.895  0.0502
H: 5.205 0.848 -0.707  0.0655
H: 5.324 2.641 -0.686  0.1052
H: 6.754 1.633 -0.248  0.1111
C: 8.043 4.549 3.271  0.0231
N: 9.427 4.874 3.710  -0.4273
O: 10.351 4.562 2.949  0.0511
O: 9.548 5.432 4.807  0.0527
H: 8.088 4.063 2.294  0.0822
H: 7.610 3.878 4.015  0.1003
H: 7.488 5.487 3.210  0.1035
C: -6.249 3.763 7.507  0.0501
N: -6.175 2.537 6.667  -0.3978
O: -6.773 2.555 5.585  0.0143
O: -5.518 1.591 7.118  0.0737
H: -6.856 4.509 6.990  0.0993
H: -6.709 3.484 8.458  0.1081
H: -5.229 4.126 7.650  0.1065
C: -4.796 0.033 -7.128  0.0409
N: -4.247 -1.271 -6.669  -0.4198
O: -3.296 -1.239 -5.880  0.0142
O: -4.787 -2.291 -7.114  0.0702
H: -4.229 0.840 -6.660  0.0633
H: -4.693 0.070 -8.215  0.1113
H: -5.845 0.074 -6.827  0.0990
C: 6.992 -7.221 5.774  0.0528
N: 5.995 -6.429 5.004  -0.3961
O: 6.431 -5.561 4.239  0.0253
O: 4.803 -6.701 5.190  0.0681
H: 7.995 -6.877 5.513  0.1002
H: 6.793 -7.059 6.835  0.1078
H: 6.861 -8.270 5.501  0.1069
C: -8.830 1.848 -5.184  0.0428
N: -9.483 3.173 -5.004  -0.4107
O: -8.824 4.175 -5.308  0.0365
O: -10.638 3.171 -4.563  0.0750
H: -7.822 2.001 -5.577  0.0745
H: -8.793 1.364 -4.206  0.1039
H: -9.436 1.276 -5.889  0.1069
C: 1.146 5.887 -6.694  0.0248
N: 0.150 6.680 -7.463  -0.4280
O: 0.586 7.548 -8.228  0.0629
O: -1.042 6.408 -7.277  0.0324
H: 2.149 6.232 -6.955  0.0998
H: 0.947 6.049 -5.632  0.1003
H: 1.015 4.838 -6.967  0.0921
C: 5.918 -1.981 4.640  0.0589
N: 5.502 -1.951 6.068  -0.3942
O: 4.748 -2.851 6.458  0.0513
O: 5.943 -1.024 6.758  0.0548
H: 5.457 -2.845 4.156  0.0670
H: 5.576 -1.053 4.177  0.1035
H: 7.006 -2.061 4.615  0.1128
C: 3.872 -1.506 8.935  0.0152
N: 2.919 -0.771 9.810  -0.4254
O: 1.726 -1.086 9.738  0.0440
O: 3.396 0.102 10.545  0.0496
H: 3.317 -2.240 8.347  0.0817
H: 4.353 -0.774 8.284  0.0749
H: 4.599 -2.001 9.582  0.1093

Cartesian forces (eV/Å) of the 6 atoms listed first:
-0.157 -0.011 -0.658
-0.651 4.945 0.991
1.913 -5.601 -1.820
-1.070 1.389 -0.747
2.465 -1.360 0.518
5.066 -3.060 2.151

---

This record from OMol25 describes a 6-piece molecular cluster, C21H59N7O6 overall in a non-equilibrium geometry. The level of theory is the ωB97M-V functional and the def2-TZVPD basis.

Its spin multiplicity is 1. The largest force on an atom comes out at 5.75 eV Å⁻¹. The value obtained for the HOMO-LUMO gap is 9.36 eV. The LUMO energy is 0.32 eV. The calculation puts the energy at -1670.06131 Eh. The total charge is 0. Its structure (SMILES) is COC[C@H](C)N.COC[C@H](C)N.COC[C@H](C)N.COC[C@H](C)N.COC[C@H](C)N.NC(N)=O.

Last column: Löwdin charge in e.
Geometry (Å):
C: 0.738 -0.518 0.259  -0.8310
O: 1.678 0.229 0.328  0.0413
N: -0.501 -0.155 0.264  0.1573
N: 0.781 -1.779 0.498  0.1651
H: -0.612 0.841 0.388  0.1190
H: -1.287 -0.789 0.242  0.1125
H: -0.107 -2.233 0.661  0.1138
H: 1.709 -2.171 0.574  0.1231
C: 6.415 -2.446 3.903  -0.0872
C: 5.484 -3.051 2.925  -0.4116
C: 6.118 -3.605 1.616  -0.1926
O: 5.062 -4.015 0.730  -0.2054
C: 5.531 -4.088 -0.613  -0.1117
N: 4.655 -4.102 3.663  0.0425
H: 6.804 -3.284 4.482  0.0727
H: 5.888 -1.889 4.678  0.0831
H: 7.253 -1.881 3.496  0.0807
H: 4.810 -2.261 2.591  0.1319
H: 6.687 -4.529 1.725  0.1227
H: 6.841 -2.901 1.203  0.1145
H: 4.585 -4.117 -1.153  0.0880
H: 6.135 -4.964 -0.850  0.0834
H: 6.098 -3.217 -0.940  0.0846
H: 5.285 -4.761 4.097  0.0550
H: 4.160 -4.563 2.913  0.0491
C: -4.680 3.983 4.462  -0.0640
C: -3.752 3.574 3.387  -0.5005
C: -2.582 4.481 3.276  -0.1881
O: -1.619 3.944 2.307  -0.2020
C: -0.528 4.789 2.059  -0.1267
N: -3.204 2.243 3.524  0.0458
H: -5.134 4.967 4.350  0.0842
H: -4.130 4.020 5.402  0.0839
H: -5.500 3.265 4.435  0.0870
H: -4.259 3.549 2.422  0.1417
H: -2.173 4.604 4.279  0.1286
H: -2.940 5.452 2.933  0.1283
H: -0.071 5.115 2.994  0.0835
H: -0.792 5.676 1.482  0.0838
H: 0.320 4.369 1.520  0.0856
H: -2.886 2.012 4.454  0.0736
H: -2.399 2.218 2.915  0.0546
C: 7.078 3.868 -1.390  -0.0474
C: 7.232 2.918 -0.148  -0.4052
C: 6.832 3.355 1.248  -0.2064
O: 7.630 4.519 1.605  -0.1999
C: 7.318 4.938 2.957  -0.1049
N: 6.429 1.695 -0.495  0.0232
H: 7.720 4.733 -1.227  0.0637
H: 6.067 4.275 -1.423  0.0727
H: 7.394 3.358 -2.300  0.0719
H: 8.259 2.584 -0.003  0.1323
H: 7.107 2.584 1.967  0.1203
H: 5.783 3.649 1.235  0.1270
H: 7.382 4.132 3.688  0.0787
H: 6.360 5.445 3.072  0.0810
H: 8.113 5.653 3.173  0.0830
H: 5.445 1.830 -0.310  0.0622
H: 6.629 1.075 0.277  0.0481
C: -3.488 -5.116 -3.612  -0.0773
C: -4.676 -4.989 -2.690  -0.4261
C: -4.413 -4.111 -1.459  -0.1965
O: -3.263 -4.486 -0.684  -0.1910
C: -3.449 -5.834 -0.150  -0.0931
N: -5.707 -4.317 -3.510  0.0113
H: -3.255 -4.133 -4.022  0.0862
H: -3.606 -5.897 -4.363  0.0813
H: -2.632 -5.486 -3.048  0.0711
H: -5.005 -6.011 -2.504  0.1255
H: -5.235 -3.895 -0.777  0.1239
H: -4.186 -3.104 -1.809  0.1179
H: -3.660 -6.611 -0.885  0.0746
H: -4.155 -5.943 0.674  0.0856
H: -2.496 -6.149 0.275  0.0828
H: -5.770 -3.331 -3.722  0.0630
H: -5.723 -4.737 -4.428  0.0610
C: -4.900 0.395 -5.353  -0.0904
C: -6.149 1.021 -4.765  -0.3787
C: -5.735 2.149 -3.734  -0.1803
O: -6.607 2.244 -2.617  -0.2087
C: -6.686 1.165 -1.710  -0.1045
N: -6.940 1.549 -5.966  0.0309
H: -4.291 1.095 -5.926  0.0816
H: -5.215 -0.404 -6.024  0.0756
H: -4.313 -0.108 -4.585  0.0735
H: -6.741 0.281 -4.226  0.1139
H: -5.784 3.132 -4.201  0.1197
H: -4.720 2.051 -3.349  0.1135
H: -5.702 0.767 -1.461  0.0825
H: -7.186 0.349 -2.231  0.0715
H: -7.175 1.510 -0.799  0.0926
H: -6.243 2.047 -6.500  0.0498
H: -7.555 2.280 -5.640  0.0569

Cartesian forces (eV/Å) of the 6 atoms listed first:
1.144 0.969 1.700
1.751 1.475 -0.848
-4.435 3.558 -0.825
1.562 -4.977 0.012
-0.665 -0.226 -0.209
0.212 0.533 -0.006